No. 1
Computed, not measured: a cluster of 2 separate species, C3H10N3S in total at a distorted geometry, with ωB97M-V/def2-TZVPD.

The maximum force comes out at 2.5 eV/A. Its HOMO energy (alpha / beta) is 4.350 / -0.181 eV. As for the HOMO-LUMO gap (alpha / beta): 0.0721 / 0.2364 hartree. Its net charge is -2. The calculation puts the relative energy (zero: lowest compared OMol25 entry of this formula, charge and spin) at 0.0000 eV. The spin multiplicity is 2. The LUMO energy (alpha / beta) is 0.23196 / 0.22978 Eh.

Last column: natural (NBO) charge in e.
Atoms and positions in Å:
N -1.13305 -0.42495 2.29623  -0.911
C -1.24370 0.94978 2.10671  0.574
N -1.17660 1.37487 0.76743  -0.916
N -1.30325 1.83401 3.05484  -0.897
H -0.86973 -0.73287 3.23892  0.355
H -0.68402 -0.93815 1.49033  0.431
H -0.87328 0.62686 0.02966  0.425
H -1.30196 2.34928 0.58326  0.372
H -1.38242 1.39997 3.98542  0.302
C 1.15756 -0.56633 -2.97064  -0.916
C 1.50815 -0.97874 -1.52683  -0.726
S -0.06825 -1.26642 -0.56691  -0.930
H 0.51918 0.31779 -2.93479  0.179
H 0.59478 -1.35924 -3.41108  0.191
H 2.06596 -0.37236 -3.57990  0.134
H 2.14862 -0.25554 -0.99816  0.170
H 2.04200 -1.95796 -1.56448  0.164



No. 2
Computed, not measured: the ion C3H10N3S with charge +1, with ωB97M-V/def2-TZVPD.

The maximum force comes out at 0.6 eV/A. Its HOMO energy is -13.727 eV. As for the HOMO-LUMO gap: 0.3893 hartree. Its net charge is +1. The calculation puts the relative energy (zero: lowest compared OMol25 entry of this formula, charge and spin) at 0.0000 eV. The LUMO energy is -0.11514 Eh.

Last column: natural (NBO) charge in e.
Atoms and positions in Å:
C -0.54433 -1.21366 1.16703  -0.243
C 0.86737 -0.68162 1.39543  -0.519
C 0.57530 0.60401 -0.99351  0.420
N 0.39891 1.80509 -0.45945  -0.767
N 0.23757 0.36082 -2.24963  -0.747
N -1.22388 -0.34721 0.21283  -0.826
S 1.65785 -0.56120 -0.24216  0.309
H -0.47672 -2.21778 0.74539  0.217
H -1.05758 -1.27970 2.13287  0.213
H 0.87703 0.28768 1.89065  0.215
H 1.47036 -1.38303 1.96827  0.267
H -0.15771 2.50958 -0.91804  0.416
H 0.76702 2.02110 0.45196  0.427
H 0.44282 -0.53782 -2.65758  0.436
H -0.22904 1.04583 -2.82487  0.417
H -1.93893 -0.85025 -0.29875  0.391
H -1.66605 0.43816 0.67957  0.374



No. 3
Computed, not measured: a cluster of 2 separate species, C3H10N3Si in total at a distorted geometry, with ωB97M-V/def2-TZVPD.

The maximum force comes out at 9.3 eV/A. Its HOMO energy is -14.738 eV. As for the HOMO-LUMO gap: 0.3237 hartree. Its net charge is +1. The calculation puts the relative energy (zero: lowest compared OMol25 entry of this formula, charge and spin) at 3.6281 eV. The LUMO energy is -0.21792 Eh.

Last column: natural (NBO) charge in e.
Atoms and positions in Å:
C 0.65193 1.04748 1.62255  -1.162
C 0.64069 -1.82265 -0.00642  -1.033
C 1.22520 1.18672 -1.30197  -1.149
N -1.34234 0.15077 -0.42565  -0.274
N -2.31627 -0.37847 -0.39534  0.363
N -3.17009 -1.12374 -0.31364  -0.331
Si 0.47574 0.12965 0.00388  1.685
H 0.82787 0.36844 2.52483  0.275
H 1.44639 1.81925 1.52286  0.270
H -0.29524 1.66142 1.83489  0.270
H 0.87753 -2.17110 1.01510  0.269
H -0.18911 -2.15897 -0.45000  0.224
H 1.63849 -1.93151 -0.49329  0.267
H 2.11161 0.68646 -1.83979  0.284
H 0.30927 1.24112 -1.90970  0.255
H 1.62400 2.08734 -0.83262  0.273
H -4.51566 -0.79221 -0.55569  0.515



No. 4
Computed, not measured: the ion C3H10N3Si with charge +1 at a distorted geometry, with ωB97M-V/def2-TZVPD.

The maximum force comes out at 3.0 eV/A. The SMILES is C[Si](C)(C)N[N+]#N. Its HOMO energy is -15.440 eV. As for the HOMO-LUMO gap: 0.3999 hartree. Its net charge is +1. The calculation puts the relative energy (zero: lowest compared OMol25 entry of this formula, charge and spin) at 1.3387 eV. The LUMO energy is -0.16756 Eh.

Last column: natural (NBO) charge in e.
Atoms and positions in Å:
C -1.25147 1.29765 0.24898  -1.136
C -0.35496 -0.80862 -1.70629  -1.066
C -0.29913 -1.29166 1.81276  -1.146
N 3.22611 0.44882 -1.40051  0.218
N 2.40030 0.53161 -0.65997  0.269
N 1.29851 0.66796 -0.01935  -0.682
Si -0.35417 -0.34595 0.21244  1.708
H -0.94178 1.99973 1.00570  0.251
H -1.04866 1.81176 -0.75881  0.264
H -2.30426 1.14438 0.35889  0.269
H -1.39571 -0.49222 -2.18092  0.278
H 0.38258 -0.16377 -2.10069  0.220
H -0.08848 -1.82630 -2.05684  0.266
H 0.62030 -1.05593 2.35134  0.278
H -1.05930 -0.93975 2.45490  0.278
H -0.10819 -2.34730 1.73315  0.287
H 1.27830 1.36960 0.70522  0.443



No. 5
Computed, not measured: a structure of composition C3H10N4 at a distorted geometry, with ωB97M-V/def2-TZVPD.

The maximum force comes out at 1.2 eV/A. Its HOMO energy is -7.077 eV. As for the HOMO-LUMO gap: 0.2933 hartree. The calculation puts the relative energy (zero: lowest compared OMol25 entry of this formula, charge and spin) at 2.6494 eV. The LUMO energy is 0.03328 Eh.

Last column: natural (NBO) charge in e.
Atoms and positions in Å:
C 2.49044 0.65951 0.07682  -0.434
N 1.09806 0.57453 0.49156  -0.583
C 0.24019 -0.25572 -0.03837  0.467
C -1.10498 0.26111 0.37698  -0.078
N 0.46436 -1.41450 -0.67872  -0.801
N -2.02207 -0.85833 0.66712  -0.893
N -1.62366 1.08600 -0.69189  -0.853
H 0.00312 1.12086 1.00646  0.358
H -0.35422 -1.99633 -0.80254  0.419
H 1.39149 -1.79353 -0.79032  0.396
H -2.97808 -0.52150 0.65417  0.362
H -1.85308 -1.21924 1.60156  0.361
H -2.03720 0.54050 -1.44884  0.333
H -2.30731 1.74863 -0.35423  0.360
H 2.96703 1.48327 0.60686  0.213
H 3.03386 -0.26081 0.32194  0.182
H 2.59204 0.84555 -0.99855  0.192



No. 6
Computed, not measured: a cluster of 2 separate species, C3H10N4 in total, with ωB97M-V/def2-TZVPD.

The maximum force comes out at 0.6 eV/A. The SMILES is N=C(N)N.C=CN. Its HOMO energy is -8.831 eV. As for the HOMO-LUMO gap: 0.3569 hartree. The calculation puts the relative energy (zero: lowest compared OMol25 entry of this formula, charge and spin) at 0.4555 eV. The LUMO energy is 0.03241 Eh.

Last column: natural (NBO) charge in e.
Atoms and positions in Å:
C 0.50303 3.19114 1.21788  -0.476
C 0.37869 1.92469 0.84457  -0.006
N -0.75512 1.34195 0.25296  -0.856
H -0.22546 3.95706 0.98217  0.192
H 1.37156 3.48824 1.78828  0.208
H 1.21909 1.25230 0.97014  0.189
H -1.49092 1.98443 -0.00191  0.373
H -1.14596 0.59374 0.81093  0.384
N 0.28752 -1.01632 -1.46259  -0.853
C 0.21081 -2.09846 -0.57286  0.566
N -0.97789 -2.80678 -0.59011  -0.829
N 1.12673 -2.38224 0.26451  -0.762
H 0.42666 -0.15798 -0.94446  0.404
H -0.53529 -0.90988 -2.03927  0.364
H -1.40437 -2.88999 -1.50117  0.371
H -0.91247 -3.69884 -0.12286  0.394
H 1.92338 -1.77307 0.10379  0.337



No. 7
Computed, not measured: an isolated molecule of C3H10N4O at a distorted geometry, with ωB97M-V/def2-TZVPD.

The maximum force comes out at 5.1 eV/A. The SMILES is CNN/C(=N\O)NC. Its HOMO energy is -8.675 eV. As for the HOMO-LUMO gap: 0.3479 hartree. The calculation puts the relative energy (zero: lowest compared OMol25 entry of this formula, charge and spin) at 7.9236 eV. The LUMO energy is 0.02912 Eh.

Last column: natural (NBO) charge in e.
Atoms and positions in Å:
C 2.32437 0.29006 0.89981  -0.476
C -1.02654 -0.33736 0.21271  0.494
C -1.40372 0.11225 -2.15393  -0.415
H 2.41810 -0.11640 2.11381  0.191
H 3.39874 0.87356 0.79898  0.218
H 2.66395 -0.69916 0.13046  0.185
H 0.30902 1.33122 1.34910  0.437
H 0.84959 -0.95268 -0.77845  0.401
H -2.95148 -0.63870 -0.69953  0.420
H -0.28922 -0.17770 -2.37510  0.206
H -2.14770 -0.15141 -2.91385  0.209
H -1.55304 1.22178 -2.06683  0.192
H 0.04046 -0.73704 2.25171  0.472
N 0.96779 0.86081 0.38389  -0.507
N 0.38016 -0.54059 0.11326  -0.561
N -1.88710 -0.50867 -0.87259  -0.646
N -1.51110 0.07189 1.27957  -0.224
O -0.58231 0.09811 2.32697  -0.594



No. 8
Computed, not measured: a structure of composition C3H10N4O at a distorted geometry, with ωB97M-V/def2-TZVPD.

The maximum force comes out at 6.6 eV/A. Its HOMO energy is -8.494 eV. As for the HOMO-LUMO gap: 0.3355 hartree. The calculation puts the relative energy (zero: lowest compared OMol25 entry of this formula, charge and spin) at 5.4705 eV. The LUMO energy is 0.02338 Eh.

Last column: natural (NBO) charge in e.
Atoms and positions in Å:
C 1.48447 -1.22662 0.75661  -0.474
C -0.06276 0.51261 -1.79361  -0.425
N 0.14486 -1.08329 0.27939  -0.262
N -0.13269 0.61505 -0.34438  -0.152
C -0.88787 -0.41764 0.91644  0.723
N 0.76251 1.54189 0.21824  -0.647
N -2.14219 -0.57112 0.29588  -0.882
O -0.73165 -0.43201 2.17580  -0.692
H 0.21774 2.13816 0.83695  0.382
H 1.27085 2.12863 -0.44015  0.367
H -2.71236 -1.24304 0.78775  0.390
H -2.57050 0.33118 0.14456  0.378
H 2.09397 -0.32069 0.63292  0.221
H 1.45641 -1.43584 1.82746  0.239
H 1.98112 -2.01048 0.18179  0.201
H -0.76479 -0.25480 -2.10697  0.247
H 0.95614 0.26815 -2.12131  0.190
H -0.36326 1.45989 -2.24738  0.197